No. 1
The following is a DFT calculation (ωB97M-V/def2-TZVPD) of 12 unconnected molecules or ions with the total composition C36H72O12 at a distorted geometry.

Each line ends with the Mulliken charge.
Cartesian coordinates (Å):
C1 0.1151 -1.1188 -0.5151  0.31
C2 -0.5933 0.1812 -0.5644  0.53
O1 -1.3383 0.4577 -1.5038  -0.51
C3 -0.3235 1.2184 0.5106  0.21
H1 -0.0238 -1.7085 -1.4212  -0.27
H2 -0.2618 -1.8475 0.2025  -0.06
H3 1.1814 -0.8935 -0.4970  -0.06
H4 0.7045 1.5092 0.7272  -0.28
H5 -0.7046 0.9473 1.4951  -0.14
H6 -0.8805 2.1221 0.2631  0.10
C4 -2.5123 1.4991 -4.5949  -1.21
C5 -1.3276 0.6543 -4.9096  0.83
O2 -0.4073 1.1825 -5.5383  -0.64
C6 -1.2700 -0.7377 -4.3262  -0.50
H7 -3.3040 1.0518 -5.1960  0.46
H8 -2.3648 2.5370 -4.8935  0.29
H9 -2.7746 1.4765 -3.5372  0.16
H10 -1.0577 -1.4209 -5.1485  0.52
H11 -2.2621 -1.0694 -4.0200  0.23
H12 -0.4602 -0.8166 -3.6009  -0.14
C7 3.0529 -0.3407 1.7337  -0.06
C8 2.8225 -1.7360 2.2285  0.53
O3 1.8382 -2.3581 1.9482  -0.26
C9 3.9339 -2.3576 3.0513  -1.65
H13 2.1777 0.2474 2.0097  -0.39
H14 3.3192 -0.3824 0.6775  0.23
H15 3.9276 0.1490 2.1617  0.56
H16 4.9270 -2.2817 2.6084  0.36
H17 3.6476 -3.3961 3.2177  0.37
H18 3.9210 -1.8996 4.0403  0.44
C10 -1.3289 4.0289 -2.1633  -0.17
C11 -1.2216 5.0635 -3.2672  0.28
O4 -1.8220 5.0440 -4.2792  -0.56
C12 -0.1849 6.0842 -2.9574  -0.51
H19 -1.9984 3.2290 -2.4796  0.10
H20 -1.7736 4.5540 -1.3179  0.56
H21 -0.3332 3.6735 -1.8981  -0.20
H22 -0.0116 6.0974 -1.8813  -0.24
H23 -0.5212 7.0567 -3.3170  0.40
H24 0.7603 5.8194 -3.4313  0.22
C13 3.3626 3.1676 -1.6834  -1.13
C14 2.6744 1.9687 -2.1984  0.78
O5 2.7112 0.8985 -1.6602  -0.50
C15 1.9036 2.1356 -3.4265  -0.52
H25 3.9535 2.9020 -0.8069  0.28
H26 2.6880 3.9891 -1.4419  0.11
H27 4.1404 3.4518 -2.3923  0.45
H28 0.8452 2.2544 -3.1947  -0.29
H29 2.0437 1.1848 -3.9406  0.35
H30 2.2699 2.9338 -4.0721  0.43
C16 2.5549 3.0706 2.6466  -0.18
C17 2.8695 4.4119 3.3690  0.51
O6 3.6912 5.1035 2.8729  -0.58
C18 2.0578 4.7646 4.5637  -0.80
H31 3.0648 3.1110 1.6841  -0.03
H32 1.4942 2.9033 2.4593  -0.13
H33 3.0032 2.2202 3.1605  0.60
H34 1.2645 4.0345 4.7244  -0.02
H35 1.6215 5.7549 4.4334  0.28
H36 2.6927 4.5919 5.4326  0.40
C19 0.6157 7.1642 0.4688  -1.66
C20 0.3442 5.7116 0.8867  0.79
O7 0.8461 4.7318 0.3179  -0.07
C21 -0.7364 5.4283 1.9089  -0.82
H37 1.2347 7.3979 -0.3974  0.39
H38 0.9842 7.7097 1.3376  0.38
H39 -0.3763 7.5603 0.2518  0.43
H40 -1.7140 5.8691 1.7139  0.45
H41 -0.3468 5.7866 2.8617  0.33
H42 -0.9428 4.3593 1.9605  -0.10
C22 -1.3280 2.0912 4.4179  -0.65
C23 -1.4452 0.5814 4.2431  0.73
O8 -2.4685 0.0542 3.8943  -0.57
C24 -0.1654 -0.1851 4.4537  -0.22
H43 -0.3598 2.5080 4.1406  -0.34
H44 -1.4088 2.4238 5.4528  0.49
H45 -2.0654 2.6094 3.8048  0.33
H46 -0.0974 -1.0458 3.7884  -0.40
H47 -0.1606 -0.6181 5.4539  0.51
H48 0.7264 0.4201 4.2903  0.14
C25 -3.8759 -2.1999 -0.5168  -0.60
C26 -4.4086 -3.4029 0.1476  0.70
O9 -3.6479 -4.2930 0.5165  -0.48
C27 -5.8799 -3.5272 0.3931  -1.36
H49 -4.1630 -2.2096 -1.5682  0.36
H50 -2.7876 -2.2531 -0.4860  -0.20
H51 -4.2473 -1.2842 -0.0569  0.59
H52 -6.0548 -4.1841 1.2451  0.34
H53 -6.4064 -3.8995 -0.4857  0.31
H54 -6.2868 -2.5467 0.6402  0.39
C28 -0.5674 -4.5469 -4.3137  -0.95
C29 -1.2585 -5.3749 -3.2368  0.52
O10 -1.4750 -6.5831 -3.2820  -0.61
C30 -1.8352 -4.5379 -2.1047  -0.18
H55 0.3618 -4.1727 -3.8840  0.23
H56 -1.1487 -3.6461 -4.5110  0.23
H57 -0.2945 -5.1358 -5.1893  0.37
H58 -2.2637 -5.1281 -1.2947  0.35
H59 -2.4935 -3.7671 -2.5057  0.19
H60 -1.0314 -4.0228 -1.5787  -0.16
C31 2.5065 -5.9973 -2.4314  -0.97
C32 2.5207 -4.8163 -1.4769  0.83
O11 2.1889 -3.6814 -1.7783  -0.54
C33 3.0214 -5.0590 -0.0938  -0.87
H61 1.4594 -6.1937 -2.6617  0.15
H62 2.8823 -6.9044 -1.9580  0.36
H63 2.9839 -5.7559 -3.3811  0.30
H64 2.4747 -5.8732 0.3819  0.37
H65 3.0133 -4.1193 0.4585  -0.14
H66 4.0637 -5.3616 -0.1944  0.42
C34 -1.1376 -3.3510 3.2099  -0.15
C35 -1.8243 -4.7403 3.5005  0.45
O12 -2.4569 -4.9086 4.5135  -0.60
C36 -1.5673 -5.8479 2.4746  -0.85
H67 -1.2083 -2.8600 4.1804  0.27
H68 -1.7705 -2.8148 2.5027  0.20
H69 -0.1502 -3.5628 2.7997  -0.03
H70 -1.5089 -5.4446 1.4637  0.05
H71 -2.3941 -6.5571 2.4357  0.34
H72 -0.6424 -6.3651 2.7300  0.35

Forces on atoms 1 to 6 (eV/Å):
C 0.162 -0.876 -0.852
C -0.680 0.580 -1.006
O 0.536 -0.022 1.132
C -0.593 0.663 0.434
H -0.157 0.503 -0.492
H 0.475 0.545 0.880

Results
LUMO	0.20	eV
HOMO energy	-8.98	eV
SMILES	CC(C)=O.CC(C)=O.CC(C)=O.CC(C)=O.CC(C)=O.CC(C)=O.CC(C)=O.CC(C)=O.CC(C)=O.CC(C)=O.CC(C)=O.CC(C)=O
molar mass	697.0	g mol⁻¹
max |F|	0.0617	Eh/bohr

***

No. 2
The following is a DFT calculation (ωB97M-V/def2-TZVPD) of 2 unconnected molecules or ions with the total composition C56H61F2N4O2 at a distorted geometry.

Each line ends with the Mulliken charge.
Cartesian coordinates (Å):
F1 5.7895 -1.3123 -5.8149  -0.34
C1 4.4709 -1.3791 -5.4298  0.29
C2 3.5403 -0.5598 -6.0691  -0.63
C3 2.2345 -0.5554 -5.5867  -0.63
C4 1.8401 -1.4059 -4.5170  0.43
C5 0.4463 -1.5020 -4.0761  -0.19
C6 -0.3125 -2.5577 -4.6596  0.40
C7 -1.7006 -2.3844 -4.9190  -0.24
C8 -2.4146 -3.3011 -5.6828  -0.85
C9 -1.7293 -4.4263 -6.1475  0.45
F2 -2.3921 -5.2964 -6.9779  -0.26
C10 -0.3831 -4.6836 -5.8826  -0.91
C11 0.3174 -3.7528 -5.1384  -0.02
C12 2.8159 -2.2912 -3.9792  0.30
C13 4.1325 -2.2661 -4.4090  -0.88
H1 3.8391 0.0575 -6.9144  0.48
H2 1.4760 0.0915 -6.0327  0.48
H3 -0.0821 -0.6022 -3.7651  0.04
H4 -2.1751 -1.4805 -4.5325  0.52
H5 -3.4555 -3.1335 -5.9373  0.48
H6 0.1069 -5.5726 -6.2880  0.47
H7 1.3733 -3.9238 -4.9378  0.53
H8 2.4951 -2.9891 -3.1993  0.63
H9 4.8798 -2.9349 -3.9776  0.48
C14 -1.7075 3.6301 0.4799  -1.35
C15 -2.0185 3.4734 -0.9973  2.16
C16 -3.2570 2.5940 -1.1852  -1.99
C17 -2.3436 4.8838 -1.5055  -1.92
C18 -0.8705 2.8571 -1.8555  0.34
C19 -1.0497 2.9629 -3.2380  -0.74
C20 -0.0063 2.7245 -4.1124  -1.60
C21 1.2312 2.3256 -3.6106  -0.08
C22 1.3860 1.9583 -2.2722  -0.76
C23 2.7077 1.2866 -1.8025  2.72
C24 3.3849 2.0087 -0.6329  -1.56
C25 3.7105 1.2237 -2.9499  -2.02
C26 2.4230 -0.1590 -1.4250  0.38
C27 0.2739 2.1686 -1.4069  -0.53
N1 0.2853 1.6072 -0.0697  2.04
C28 -0.3088 0.4435 0.3609  0.91
C29 -0.7235 -0.5090 -0.5524  -0.03
C30 -1.5279 -1.6685 -0.1678  -0.75
C31 -0.9142 -2.8919 0.2170  0.00
C32 -1.6121 -3.8183 0.9648  -0.66
C33 -2.9521 -3.5263 1.3140  -0.49
N2 -3.4623 -4.0649 2.5320  1.17
O1 -4.5813 -3.6562 2.9268  -0.63
O2 -2.7540 -4.8617 3.1881  -0.61
C34 -3.6615 -2.4653 0.7164  -0.43
C35 -2.9452 -1.5713 -0.0616  -0.25
N3 -0.1719 0.4705 1.7713  2.32
C36 -0.5298 -0.5104 2.7898  -1.72
C37 0.3886 -1.5119 3.2081  1.13
C38 1.9166 -1.6432 2.9431  2.27
C39 2.6821 -1.5932 4.2735  -1.81
C40 2.5225 -0.5775 2.0607  -1.21
C41 2.1386 -2.9894 2.2502  -1.60
C42 -0.0967 -2.5635 4.0075  -0.36
C43 -1.4204 -2.6341 4.3911  -1.57
C44 -2.2623 -1.5691 4.1037  -0.10
C45 -1.8159 -0.4414 3.4114  0.10
C46 -2.8029 0.7788 3.3659  2.09
C47 -4.0215 0.6057 4.2860  -2.43
C48 -3.3334 0.8960 1.9472  -1.11
C49 -2.1630 2.0739 3.8557  -1.24
C50 0.5355 1.6526 2.0823  0.01
C51 1.0263 2.1338 3.3828  1.74
C52 0.8897 1.4791 4.6364  -0.62
C53 1.3910 2.0660 5.8018  -1.13
C54 2.0141 3.3228 5.7479  -0.66
C55 2.1703 3.9795 4.5162  -0.90
C56 1.6735 3.3966 3.3533  -1.48
N4 0.7687 2.3561 0.9876  -2.09
H10 -0.8035 4.2221 0.6560  0.44
H11 -2.5487 4.1166 0.9971  0.59
H12 -1.5883 2.6613 0.9667  -0.05
H13 -3.6166 2.6614 -2.2192  0.51
H14 -3.0268 1.5408 -0.9781  0.30
H15 -4.0656 2.9173 -0.5160  0.40
H16 -2.6889 4.8829 -2.5432  0.35
H17 -3.1335 5.3298 -0.8879  0.47
H18 -1.4576 5.5253 -1.4369  0.41
H19 -2.0210 3.2753 -3.6267  0.46
H20 -0.1447 2.8663 -5.1839  0.46
H21 2.0625 2.2686 -4.3141  0.57
H22 2.7167 2.1526 0.2137  0.12
H23 4.2419 1.4184 -0.2816  0.41
H24 3.7386 3.0004 -0.9368  0.41
H25 3.2948 0.6446 -3.7819  0.07
H26 3.9827 2.2216 -3.3073  0.48
H27 4.6267 0.7047 -2.6416  0.44
H28 1.9218 -0.6808 -2.2436  -1.86
H29 3.3485 -0.6898 -1.1773  1.15
H30 1.7474 -0.2209 -0.5783  -0.50
H31 -0.5601 -0.2856 -1.5984  -0.18
H32 0.1309 -3.0536 -0.0537  0.73
H33 -1.1461 -4.7131 1.3792  0.38
H34 -4.7116 -2.3242 0.9703  0.45
H35 -3.4442 -0.7241 -0.5368  0.47
H36 2.4064 -2.4075 4.9503  0.33
H37 3.7618 -1.6616 4.0839  0.45
H38 2.4958 -0.6430 4.7904  0.36
H39 1.9568 -0.4810 1.1337  -0.61
H40 2.5776 0.3987 2.5521  0.05
H41 3.5502 -0.8633 1.7892  0.85
H42 1.5147 -3.0431 1.3489  0.08
H43 3.1862 -3.1059 1.9503  0.49
H44 1.8722 -3.8370 2.8892  0.36
H45 0.5737 -3.3689 4.3313  0.46
H46 -1.7828 -3.4813 4.9744  0.45
H47 -3.2848 -1.6156 4.4783  0.34
H48 -3.7190 0.4723 5.3312  0.40
H49 -4.6264 1.5207 4.2348  0.45
H50 -4.6675 -0.2244 3.9818  0.53
H51 -2.5224 0.7970 1.2172  -0.41
H52 -4.0355 0.0752 1.7489  0.40
H53 -3.8504 1.8510 1.7821  0.63
H54 -1.3674 2.4278 3.2019  -0.16
H55 -2.9204 2.8700 3.9032  0.57
H56 -1.7511 1.9337 4.8635  0.49
H57 0.3520 0.5283 4.7066  1.35
H58 1.2927 1.5374 6.7548  0.47
H59 2.3751 3.7915 6.6649  0.39
H60 2.6781 4.9438 4.4557  0.44
H61 1.7604 3.8954 2.3878  0.41

Forces on atoms 1 to 6 (eV/Å):
F -1.601 -0.129 0.325
C 0.990 0.111 -0.299
C 0.093 -0.392 0.334
C -0.785 -0.224 0.672
C 1.889 -0.489 0.213
C -0.728 -0.450 -3.087

Results
LUMO	-6.18	eV
HOMO energy	-9.27	eV
charge	+1
molar mass	860.1	g mol⁻¹
max |F|	0.0623	Eh/bohr